1.
ORCA calculation (ωB97M-V/def2-TZVPD) on C30H28Br2CoN2OSi2 as an isolated structure.

Geometry (Å):
Co  0.15  0.46  0.37
C  -2.65  -1.08  -1.38
Si  -1.28  -1.29  -0.05
C  -2.28  -2.07  1.39
C  -0.39  -2.89  -0.66
C  -1.03  -4.07  -1.08
C  -0.31  -5.18  -1.49
C  1.08  -5.14  -1.49
C  1.73  -3.99  -1.05
C  1.01  -2.86  -0.62
Si  1.77  -1.24  0.07
C  3.29  -1.04  -1.06
C  2.61  -1.82  1.70
H  -3.20  -2.02  -1.54
H  -2.21  -0.78  -2.34
H  -3.38  -0.31  -1.09
H  -2.48  -3.13  1.17
H  -3.23  -1.56  1.57
H  -1.70  -2.02  2.33
H  -2.12  -4.11  -1.08
H  -0.83  -6.08  -1.82
H  1.66  -6.00  -1.82
H  2.82  -3.97  -1.04
H  3.97  -1.89  -0.94
H  3.85  -0.12  -0.84
H  2.98  -0.99  -2.11
H  3.00  -2.85  1.60
H  1.90  -1.80  2.54
H  3.45  -1.16  1.95
Br  3.23  2.23  -3.74
C  1.33  2.20  -3.62
C  0.59  2.54  -4.76
C  -0.77  2.62  -4.71
Br  -1.72  3.08  -6.31
C  -1.48  2.41  -3.50
C  -2.87  2.56  -3.32
C  -3.41  2.38  -2.08
C  -2.57  2.00  -1.01
N  -1.29  1.82  -1.15
C  -0.73  2.03  -2.35
C  0.74  1.87  -2.37
O  1.34  1.52  -1.35
H  1.10  2.75  -5.69
H  -3.49  2.84  -4.16
H  -4.47  2.51  -1.92
H  -2.97  1.85  -0.01
C  3.78  2.11  2.08
C  3.45  2.16  3.42
C  2.14  1.90  3.79
C  1.19  1.54  2.82
N  1.55  1.42  1.53
C  2.80  1.74  1.18
C  -0.24  1.33  3.08
C  -0.80  1.53  4.35
C  -2.17  1.45  4.54
C  -2.98  1.17  3.43
C  -2.41  0.93  2.20
C  -1.01  0.96  1.95
H  4.78  2.33  1.73
H  4.19  2.41  4.17
H  1.85  1.98  4.82
H  3.00  1.68  0.11
H  -0.16  1.76  5.20
H  -2.60  1.59  5.52
H  -4.06  1.11  3.56
H  -3.08  0.68  1.38

Calculated values
- strongest force on any atom (eV Å⁻¹) = 0.6
- E_LUMO (spin up / spin down) (eV) = 4.073 / 4.073
- expectation value of S² = 0.8755
- charge = -2
- relative energy (zero: lowest compared OMol25 entry of this formula, charge and spin) (kcal per mole) = 18.7
- highest occupied orbital energy (spin up / spin down) (eV) = -0.5902 / -0.3298
- spin multiplicity = 2

These are the Löwdin partial charges, in e, on atoms 1 to 4: 0.115 -0.228 0.551 -0.226

***

2.
ORCA calculation (ωB97M-V/def2-TZVPD) on C23H55N10O7P2Rh as an isolated structure at a distorted geometry.

Geometry (Å):
Rh  0.06  0.40  0.56
C  -3.67  -4.93  -2.47
N  -3.68  -3.67  -1.77
C  -4.98  -3.00  -1.48
C  -2.58  -2.76  -1.73
N  -2.23  -2.08  -0.70
C  -2.81  -2.33  0.57
C  -2.64  -1.17  1.50
N  -1.21  -0.86  2.00
C  -0.42  -2.10  2.29
C  0.58  -2.40  1.18
N  1.32  -1.25  0.73
C  2.63  -1.15  0.65
N  3.07  -0.36  -0.31
C  4.24  0.49  -0.44
C  2.29  -0.31  -1.61
N  3.47  -1.69  1.58
C  2.99  -2.19  2.82
C  4.82  -2.08  1.29
C  -1.29  0.09  3.15
C  0.05  0.83  3.38
N  0.56  1.57  2.26
C  1.47  2.48  2.53
N  2.19  2.54  3.73
C  2.73  1.28  4.18
C  1.84  3.58  4.68
N  1.71  3.44  1.65
C  2.96  4.19  1.68
C  0.81  3.83  0.60
N  -1.77  -2.84  -2.80
C  -0.39  -2.41  -2.62
C  -2.26  -2.68  -4.10
H  -3.88  -4.94  -3.57
H  -2.67  -5.41  -2.38
H  -4.43  -5.58  -2.02
H  -5.59  -3.56  -0.75
H  -4.79  -1.97  -1.12
H  -5.48  -2.82  -2.47
H  -3.92  -2.49  0.50
H  -2.38  -3.24  1.00
H  -3.09  -0.26  0.96
H  -3.31  -1.37  2.37
H  0.13  -1.92  3.22
H  -1.11  -2.97  2.46
H  1.20  -3.21  1.53
H  0.09  -2.92  0.32
H  5.00  0.26  0.29
H  4.67  0.30  -1.40
H  3.88  1.53  -0.36
H  2.99  -0.34  -2.47
H  1.56  -1.09  -1.61
H  1.81  0.66  -1.68
H  2.12  -1.67  3.16
H  2.81  -3.28  2.93
H  3.72  -1.97  3.62
H  4.92  -2.27  0.24
H  5.56  -1.39  1.59
H  5.17  -3.05  1.73
H  -2.08  0.79  2.84
H  -1.59  -0.45  4.06
H  -0.08  1.45  4.30
H  0.77  0.04  3.64
H  2.70  0.58  3.35
H  3.74  1.43  4.56
H  2.11  0.81  4.97
H  0.80  3.86  4.63
H  1.96  3.18  5.74
H  2.45  4.51  4.64
H  3.84  3.56  1.92
H  3.07  4.70  0.70
H  2.93  4.95  2.45
H  0.80  3.22  -0.29
H  -0.17  3.96  1.04
H  1.05  4.85  0.28
H  -0.28  -1.34  -2.31
H  0.05  -3.16  -1.97
H  0.12  -2.49  -3.57
H  -1.49  -3.02  -4.83
H  -3.23  -3.21  -4.20
H  -2.47  0.05  -2.90
C  -0.93  4.52  -2.53
C  -1.56  3.28  -3.03
O  -2.82  3.49  -3.63
P  -0.29  2.51  -4.33
O  -1.18  2.49  -5.66
O  -2.52  -1.28  -4.40
O  0.23  1.14  -3.97
P  -1.98  1.92  -1.76
O  -2.92  2.62  -0.74
O  -2.81  0.87  -2.59
O  -0.82  1.27  -1.12
H  -0.81  5.28  -3.33
H  0.06  4.19  -2.09
H  -1.62  5.03  -1.84
H  -2.82  3.33  -4.59
H  -1.17  1.73  -6.25
H  -2.14  -1.03  -5.26
H  -3.79  2.88  -1.00

Calculated values
- strongest force on any atom (eV Å⁻¹) = 3.2
- E_LUMO (spin up / spin down) (eV) = -3.820 / -6.329
- expectation value of S² = 6.0122
- charge = +2
- highest occupied orbital energy (spin up / spin down) (eV) = -12.8037 / -12.8037
- spin multiplicity = 5

These are the Löwdin partial charges, in e, on atoms 1 to 4: 1.180 -0.078 -0.153 -0.046

***

3.
ORCA calculation (ωB97M-V/def2-TZVPD) on a 5-piece molecular cluster, C20H26BFNO16 overall at a distorted geometry.

Geometry (Å):
C  -1.03  -0.46  -1.87
C  0.33  0.26  -2.29
F  -0.05  1.39  -3.13
O  1.23  -0.54  -3.10
C  1.24  -1.91  -2.71
O  1.04  -2.77  -3.62
C  1.54  -2.47  -1.26
C  1.43  -4.02  -0.94
C  1.70  -4.50  0.53
N  2.08  -3.57  1.59
C  2.21  -2.14  1.39
B  2.62  -1.06  2.55
O  1.61  -0.67  3.53
O  3.95  -0.48  2.56
C  1.96  -1.57  -0.04
H  -1.70  0.34  -1.37
H  -0.92  -1.30  -1.10
H  -1.64  -0.84  -2.77
H  0.84  0.73  -1.37
H  1.17  -4.78  -1.77
H  1.61  -5.61  0.83
H  2.21  -3.98  2.54
H  0.77  -0.68  3.00
H  3.89  0.23  1.87
H  2.09  -0.45  -0.20
C  6.23  2.56  -0.44
C  5.57  3.67  0.32
O  4.21  3.25  0.38
C  4.20  1.90  0.23
O  3.22  1.21  0.40
O  5.42  1.43  -0.12
H  7.26  2.40  -0.13
H  6.20  2.72  -1.52
H  5.95  3.76  1.34
H  5.66  4.63  -0.18
C  2.81  0.75  6.44
C  4.20  0.19  6.36
O  4.72  0.46  7.65
C  3.66  0.57  8.50
O  3.75  0.62  9.69
O  2.48  0.61  7.81
H  2.10  0.19  5.82
H  2.76  1.81  6.17
H  4.21  -0.89  6.18
H  4.80  0.68  5.59
C  -3.93  3.15  -3.09
C  -4.58  1.86  -3.44
O  -4.41  1.08  -2.26
C  -4.25  1.95  -1.23
O  -4.24  1.64  -0.07
O  -4.09  3.23  -1.68
H  -4.40  4.01  -3.58
H  -2.86  3.16  -3.32
H  -5.65  1.97  -3.63
H  -4.12  1.37  -4.30
C  -7.77  -0.99  -2.85
C  -8.05  -2.37  -3.36
O  -7.99  -2.20  -4.77
C  -7.22  -1.11  -5.02
O  -6.83  -0.78  -6.10
O  -6.95  -0.43  -3.87
H  -7.25  -1.00  -1.89
H  -8.68  -0.39  -2.75
H  -7.28  -3.09  -3.06
H  -9.03  -2.74  -3.06

Calculated values
- strongest force on any atom (eV Å⁻¹) = 5.5
- E_LUMO (eV) = -5.716
- charge = +1
- highest occupied orbital energy (eV) = -12.4746

These are the Löwdin partial charges, in e, on atoms 1 to 4: -0.007 -0.296 -0.026 0.040

***

4.
ORCA calculation (ωB97M-V/def2-TZVPD) on C24H25AsBr2N8OS7Sc as an isolated structure.

Geometry (Å):
Sc  0.14  0.27  0.25
Br  -4.56  -0.16  1.80
C  -3.41  -1.58  1.36
C  -3.82  -2.90  1.62
C  -3.02  -3.96  1.29
Br  -3.62  -5.71  1.64
C  -1.75  -3.74  0.70
C  -0.84  -4.75  0.33
C  0.37  -4.41  -0.21
C  0.70  -3.05  -0.36
N  -0.13  -2.08  -0.03
C  -1.36  -2.41  0.47
C  -2.20  -1.31  0.77
O  -1.74  -0.11  0.46
H  -4.79  -3.07  2.07
H  -1.10  -5.79  0.47
H  1.08  -5.16  -0.51
H  1.67  -2.76  -0.75
C  5.16  0.59  -1.20
As  3.58  0.87  -2.25
C  3.33  2.77  -2.41
C  4.01  0.29  -4.03
S  2.02  -0.40  -1.56
H  5.84  1.43  -1.33
H  5.64  -0.33  -1.55
H  4.89  0.48  -0.16
H  4.29  3.24  -2.20
H  2.56  3.13  -1.73
H  3.03  2.98  -3.44
H  4.91  0.82  -4.37
H  3.17  0.52  -4.68
H  4.18  -0.78  -4.01
N  -0.16  3.97  4.61
N  -0.57  3.16  3.56
N  -1.77  3.28  3.02
C  -1.68  2.40  2.03
N  -0.49  1.80  2.01
N  0.22  2.32  3.00
H  -1.01  4.32  5.05
H  0.37  3.39  5.25
H  -2.47  2.19  1.32
N  2.85  2.33  0.91
C  2.82  1.27  1.75
N  1.92  0.33  1.72
C  2.20  -0.67  2.66
C  1.41  -1.77  2.96
C  1.82  -2.65  3.94
C  3.01  -2.44  4.64
C  3.79  -1.33  4.38
C  3.37  -0.45  3.39
S  4.12  1.04  2.88
H  2.02  2.57  0.38
H  3.41  3.12  1.19
H  0.47  -1.93  2.44
H  1.21  -3.51  4.17
H  3.31  -3.15  5.40
H  4.71  -1.16  4.93
C  -4.11  3.97  -2.22
S  -3.40  2.38  -1.70
C  -2.07  2.24  -2.84
C  -0.77  2.23  -2.52
S  -0.08  2.52  -0.94
S  0.31  1.91  -3.86
C  -0.85  1.85  -5.14
S  -0.46  1.54  -6.69
S  -2.47  1.96  -4.52
H  -4.95  4.15  -1.56
H  -4.47  3.92  -3.25
H  -3.38  4.76  -2.11

Calculated values
- strongest force on any atom (eV Å⁻¹) = 1.0
- E_LUMO (eV) = -2.892
- charge = +1
- relative energy (zero: lowest compared OMol25 entry of this formula, charge and spin) (kcal per mole) = 6.2
- highest occupied orbital energy (eV) = -9.7163

These are the Löwdin partial charges, in e, on atoms 1 to 4: 0.670 0.835 -0.586 -0.147

***

5.
ORCA calculation (ωB97M-V/def2-TZVPD) on a 6-piece molecular cluster, C14H32Br10N3O overall at a distorted geometry.

Geometry (Å):
N  -2.59  -2.52  1.43
C  -2.23  -3.68  0.94
N  -1.46  -4.55  1.60
N  -2.70  -4.03  -0.25
C  -1.64  -4.31  -1.26
C  -0.97  -3.02  -1.76
C  -0.65  -3.04  -3.25
O  -1.80  -3.24  -4.06
H  -2.37  -1.73  0.83
H  -2.29  -2.37  2.39
H  -0.53  -4.34  1.95
H  -1.83  -5.47  1.77
H  -3.30  -3.28  -0.58
H  -0.87  -4.94  -0.85
H  -2.07  -4.89  -2.07
H  -1.64  -2.17  -1.57
H  -0.02  -2.88  -1.24
H  0.06  -3.82  -3.50
H  -0.18  -2.09  -3.52
H  -2.60  -3.00  -3.59
Br  1.58  -4.29  1.15
C  3.35  -3.48  1.09
C  3.31  -2.19  0.31
Br  3.20  -2.54  -1.60
H  4.02  -4.22  0.66
H  3.63  -3.30  2.13
H  4.22  -1.62  0.45
H  2.45  -1.58  0.57
Br  -2.53  1.00  2.86
C  -1.71  0.97  4.63
C  -0.71  -0.15  4.75
Br  -1.61  -1.87  4.98
H  -2.51  0.90  5.36
H  -1.21  1.93  4.73
H  -0.10  -0.03  5.64
H  -0.07  -0.24  3.88
Br  0.02  1.52  -3.31
C  0.78  1.18  -5.07
C  2.13  0.53  -4.97
Br  3.52  1.80  -4.48
H  0.81  2.13  -5.59
H  0.07  0.52  -5.56
H  2.44  0.13  -5.94
H  2.16  -0.27  -4.23
Br  4.78  4.57  -2.29
C  5.14  5.40  -4.02
C  5.35  6.88  -3.89
Br  3.67  7.82  -3.63
H  4.31  5.14  -4.67
H  6.04  4.91  -4.38
H  5.77  7.29  -4.81
H  5.99  7.14  -3.05
Br  -5.97  4.85  7.23
C  -5.25  4.51  5.45
C  -3.99  3.68  5.51
Br  -2.46  4.75  6.08
H  -5.10  5.47  4.98
H  -6.03  3.97  4.92
H  -3.73  3.31  4.52
H  -4.07  2.85  6.20

Calculated values
- strongest force on any atom (eV Å⁻¹) = 2.2
- E_LUMO (eV) = -3.158
- charge = +1
- highest occupied orbital energy (eV) = -11.3477

These are the Löwdin partial charges, in e, on atoms 1 to 4: 0.242 -0.493 0.166 0.110

***

6.
ORCA calculation (ωB97M-V/def2-TZVPD) on a 2-piece molecular cluster, C4H4Br2 overall at a distorted geometry.

Geometry (Å):
C  0.79  -0.47  -1.40
C  -0.99  0.09  0.28
C  -1.46  0.67  1.37
C  2.04  -0.42  -0.98
Br  -3.36  0.77  1.76
Br  2.37  0.09  0.86
H  0.15  -0.68  -2.32
H  -1.57  -0.55  -0.40
H  -1.03  1.11  2.32
H  3.06  -0.61  -1.50

Calculated values
- strongest force on any atom (eV Å⁻¹) = 2.3
- E_LUMO (spin up / spin down) (eV) = -1.026 / -1.178
- relative energy (zero: lowest compared OMol25 entry of this formula, charge and spin) (kcal per mole) = 114.6
- highest occupied orbital energy (spin up / spin down) (eV) = -9.4233 / -9.3103

These are the Löwdin partial charges, in e, on atoms 1 to 4: -0.042 -0.061 -0.655 -0.650

***

7.
ORCA calculation (ωB97M-V/def2-TZVPD) on F2KNO4S2 as an isolated structure at a distorted geometry.

Geometry (Å):
K  3.15  1.33  3.02
N  -1.18  0.08  0.16
S  -0.88  0.12  -1.32
O  -1.18  -0.98  -2.19
O  0.17  1.05  -1.67
F  -2.21  1.07  -1.66
S  0.34  -0.48  0.57
O  1.31  0.51  1.00
O  0.74  -1.75  0.07
F  -0.26  -0.93  2.02

Calculated values
- strongest force on any atom (eV Å⁻¹) = 9.3
- E_LUMO (eV) = -1.887
- relative energy (zero: lowest compared OMol25 entry of this formula, charge and spin) (kcal per mole) = 47.8
- highest occupied orbital energy (eV) = -9.3320

These are the Löwdin partial charges, in e, on atoms 1 to 4: 0.974 -0.246 0.426 -0.269

***

8.
ORCA calculation (ωB97M-V/def2-TZVPD) on a 2-piece molecular cluster, C4H5NO overall at a distorted geometry.

Geometry (Å):
C  -0.38  1.00  -1.02
C  -1.60  1.47  -0.88
C  0.49  -0.29  0.48
C  1.71  -0.91  0.33
N  -2.50  2.29  -1.14
O  -0.42  -0.69  1.40
H  1.98  -1.11  -0.80
H  2.51  -0.32  0.55
H  1.76  -1.97  0.59
H  -3.39  1.97  -1.51
H  -0.16  -1.43  2.00

Calculated values
- strongest force on any atom (eV Å⁻¹) = 7.6
- E_LUMO (spin up / spin down) (eV) = -0.610 / -0.607
- relative energy (zero: lowest compared OMol25 entry of this formula, charge and spin) (kcal per mole) = 184.6
- highest occupied orbital energy (spin up / spin down) (eV) = -7.7149 / -7.7163

These are the Löwdin partial charges, in e, on atoms 1 to 4: 0.029 -0.423 -0.173 -0.085

***

9.
ORCA calculation (ωB97M-V/def2-TZVPD) on the molecule C7H18F2N3P at a distorted geometry.

Geometry (Å):
C  0.94  2.35  -1.59
N  0.20  1.55  -0.62
C  -1.27  1.78  -0.75
P  0.88  0.12  -0.12
C  3.13  0.05  -0.37
F  3.33  -1.16  0.24
F  3.51  0.89  0.69
N  0.06  -1.27  -0.92
C  -1.23  -1.78  -0.63
C  0.80  -2.11  -1.80
N  0.12  -0.07  1.39
C  0.35  -1.18  2.35
C  0.30  1.18  2.17
H  0.28  3.14  -2.01
H  1.62  3.08  -1.05
H  1.47  1.98  -2.39
H  -1.55  2.88  -0.55
H  -1.69  1.37  -1.66
H  -1.92  1.19  -0.02
H  -1.89  -1.30  0.07
H  -1.79  -2.05  -1.57
H  -1.15  -2.76  -0.23
H  1.80  -1.89  -1.99
H  0.72  -3.24  -1.40
H  0.24  -2.31  -2.76
H  0.60  -2.10  1.82
H  1.24  -1.06  2.92
H  -0.68  -1.30  2.88
H  -0.35  1.93  1.79
H  -0.06  0.95  3.15
H  1.33  1.49  1.93

Calculated values
- structure (SMILES) = CN(C)P(=C(F)F)(N(C)C)N(C)C
- strongest force on any atom (eV Å⁻¹) = 5.2
- E_LUMO (eV) = 0.712
- relative energy (zero: lowest compared OMol25 entry of this formula, charge and spin) (kcal per mole) = 3.3
- highest occupied orbital energy (eV) = -7.7195

These are the Löwdin partial charges, in e, on atoms 1 to 4: -0.132 -0.361 -0.116 0.982